[1]
DFT (ωB97M-V/def2-TZVPD) results for the molecule C32H36O6P2.

Values from the calculation:
HOMO energy: -8.9 eV
Charge: 0
LUMO energy: 0.72 eV
Gap between HOMO and LUMO: 9.663 eV
SMILES: O=P(COCCOCCOCCOCP(=O)(c1ccccc1)c1ccccc1)(c1ccccc1)c1ccccc1

Positions of all 76 atoms, in Å:
O: -3.143 -1.488 1.376
P: -3.575 -0.413 0.469
C: -5.203 -0.738 -0.279
C: -5.731 0.058 -1.287
C: -6.972 -0.241 -1.817
C: -7.686 -1.332 -1.345
C: -7.156 -2.131 -0.345
C: -5.914 -1.835 0.186
H: -5.473 -2.445 0.961
H: -7.711 -2.984 0.017
H: -8.656 -1.561 -1.762
H: -7.386 0.376 -2.602
H: -5.166 0.901 -1.660
C: -2.450 -0.093 -0.921
C: -1.708 -1.177 -1.374
C: -0.826 -1.021 -2.427
C: -0.689 0.218 -3.030
C: -1.436 1.296 -2.586
C: -2.321 1.146 -1.533
H: -2.894 1.991 -1.180
H: -1.326 2.260 -3.060
H: 0.008 0.347 -3.844
H: -0.240 -1.861 -2.769
H: -1.826 -2.131 -0.879
C: -3.847 1.219 1.349
O: -2.702 1.997 1.531
C: -1.661 1.302 2.189
H: -1.238 0.535 1.526
H: -2.063 0.803 3.082
C: -0.559 2.282 2.603
O: 0.394 2.523 1.600
C: -0.055 3.372 0.553
H: -1.061 3.072 0.244
H: -0.087 4.411 0.911
C: 0.883 3.263 -0.654
O: 2.035 4.074 -0.569
C: 3.011 3.657 0.361
C: 3.862 2.466 -0.134
H: 4.816 2.816 -0.536
O: 4.205 1.570 0.905
C: 3.168 0.708 1.292
H: 3.521 0.186 2.185
H: 2.240 1.244 1.540
H: 3.328 1.936 -0.930
H: 3.645 4.532 0.519
H: 2.544 3.391 1.315
H: 0.358 3.633 -1.538
H: 1.133 2.207 -0.805
H: 0.002 1.850 3.434
H: -1.025 3.223 2.928
H: -4.562 1.837 0.802
H: -4.294 0.936 2.320
P: 2.686 -0.542 -0.016
O: 1.735 -0.030 -1.019
C: 4.244 -1.142 -0.733
C: 4.212 -1.510 -2.072
C: 5.355 -1.986 -2.688
C: 6.532 -2.091 -1.965
C: 6.567 -1.715 -0.632
C: 5.425 -1.241 -0.011
H: 5.457 -0.930 1.023
H: 7.490 -1.789 -0.075
H: 7.428 -2.460 -2.443
H: 5.331 -2.272 -3.729
H: 3.283 -1.406 -2.614
C: 1.978 -1.890 0.983
C: 2.736 -2.854 1.633
C: 2.101 -3.814 2.401
C: 0.720 -3.809 2.529
C: -0.037 -2.847 1.880
C: 0.597 -1.892 1.106
H: 0.031 -1.143 0.572
H: -1.112 -2.832 1.973
H: 0.235 -4.560 3.133
H: 2.686 -4.571 2.904
H: 3.811 -2.859 1.530

[2]
DFT (ωB97M-V/def2-TZVPD) results for the molecule C7H10N2O2.

Values from the calculation:
HOMO energy: -9.1 eV
ΔE to the lowest compared entry with this formula, charge and spin: 279.1 kJ/mol
Charge: 0
LUMO energy: 0.62 eV
Gap between HOMO and LUMO: 9.725 eV
SMILES: C=C(C)[C@]12C[C@@]1(O)NC(=O)N2

Positions of all 21 atoms, in Å:
C: -1.668 -0.266 -1.652
C: 1.993 -0.318 1.393
C: 0.827 -0.725 0.890
C: 0.980 0.741 -1.255
C: 0.224 -0.189 -0.359
C: -0.260 1.234 -0.512
C: -0.233 -1.299 1.891
N: -0.739 -1.063 -0.980
N: -1.568 1.049 -1.214
O: -2.528 -0.680 -2.405
O: -0.238 2.179 0.378
H: 2.164 -0.662 2.311
H: 2.772 0.129 0.789
H: 1.894 1.117 -0.785
H: 0.944 0.838 -2.234
H: -0.251 -0.524 2.576
H: -1.120 -1.418 1.445
H: 0.179 -2.168 2.277
H: -0.407 -1.952 -1.508
H: -1.868 1.719 -1.795
H: -1.096 2.259 0.751

[3]
DFT (ωB97M-V/def2-TZVPD) results for a 2-piece molecular cluster, C6H14N2O2 overall.

Values from the calculation:
Multiplicity: 2
HOMO energy (alpha / beta): 0.7 / -6.0 eV
ΔE to the lowest compared entry with this formula, charge and spin: 239.0 kJ/mol
Expectation value of S²: 0.75
Charge: -1
LUMO energy (alpha / beta): 3.84 / 3.54 eV
Gap between HOMO and LUMO (alpha / beta): 3.093 / 9.556 eV

Positions of all 24 atoms, in Å:
C: 0.044 -2.828 -1.559
C: -1.804 0.594 -1.822
C: -0.355 -1.384 -1.931
O: 0.497 -0.680 -2.380
N: -1.565 -0.918 -1.533
H: -0.882 -3.394 -1.542
H: -2.204 -1.483 -0.898
H: -1.971 1.331 -0.995
H: 0.840 -3.318 -1.999
H: 0.536 -2.673 -0.562
H: -1.046 0.807 -2.603
H: -2.914 0.652 -2.116
C: -1.168 0.975 2.429
C: 2.329 0.426 1.152
C: 1.225 1.275 1.684
O: 1.120 2.448 1.977
N: 0.109 0.451 1.861
H: -0.021 -0.424 1.397
H: -1.604 0.014 2.890
H: 2.467 -0.468 1.711
H: -0.976 1.699 3.194
H: -1.927 1.063 1.709
H: 2.011 0.166 0.102
H: 3.320 0.802 0.915

[4]
DFT (ωB97M-V/def2-TZVPD) results for C26H13Cl6FIrN2O2S2 as an isolated structure.

Values from the calculation:
Multiplicity: 2
HOMO energy (alpha / beta): -1.4 / -1.4 eV
ΔE to the lowest compared entry with this formula, charge and spin: 34.3 kJ/mol
Expectation value of S²: 0.76
Charge: -2
LUMO energy (alpha / beta): 4.15 / 4.15 eV
Gap between HOMO and LUMO (alpha / beta): 5.567 / 5.522 eV

Positions of all 53 atoms, in Å:
Ir: 0.011 -0.162 0.091
S: 1.172 2.549 0.284
C: -0.455 2.592 -0.115
N: -1.180 1.493 -0.226
C: -2.519 1.735 -0.479
C: -3.526 0.778 -0.594
C: -4.821 1.206 -0.835
C: -5.131 2.562 -0.963
C: -4.134 3.519 -0.846
C: -2.835 3.098 -0.600
S: -1.400 4.055 -0.371
H: -3.260 -0.265 -0.484
H: -5.609 0.468 -0.923
H: -6.152 2.869 -1.153
H: -4.363 4.574 -0.937
Cl: 5.816 -3.812 -0.536
C: 4.525 -2.701 -0.889
C: 4.573 -1.899 -2.010
Cl: 5.934 -1.987 -3.091
C: 3.524 -1.006 -2.283
Cl: 3.565 0.004 -3.696
C: 2.417 -0.882 -1.437
O: 1.446 -0.055 -1.638
C: 2.370 -1.742 -0.281
O: 1.310 -1.677 0.484
C: 3.415 -2.618 -0.031
Cl: 3.307 -3.623 1.384
Cl: -1.248 -0.862 -3.134
C: -0.923 -2.396 -2.378
C: -0.593 -3.456 -3.202
C: -0.334 -4.704 -2.658
C: -0.433 -4.874 -1.285
C: -0.777 -3.806 -0.479
Cl: -0.925 -4.079 1.228
C: -1.007 -2.508 -0.972
N: -1.375 -1.448 -0.172
H: -0.535 -3.288 -4.270
H: -0.057 -5.534 -3.295
H: -0.234 -5.832 -0.823
F: -4.511 -2.680 4.651
C: -3.483 -2.009 4.043
C: -3.761 -0.843 3.359
C: -2.713 -0.169 2.751
C: -1.402 -0.649 2.802
C: -0.292 0.077 2.125
C: -1.173 -1.825 3.516
C: -2.206 -2.513 4.141
H: -4.778 -0.477 3.304
H: -2.917 0.745 2.204
H: 0.675 -0.238 2.527
H: -0.438 1.153 2.254
H: -0.163 -2.217 3.562
H: -2.027 -3.429 4.689

[5]
DFT (ωB97M-V/def2-TZVPD) results for C24H77BNO23P3SSi2 as an isolated structure.

Values from the calculation:
HOMO energy: -8.8 eV
Charge: 0
LUMO energy: -0.06 eV
Gap between HOMO and LUMO: 8.723 eV

Positions of all 132 atoms, in Å:
C: 1.388 0.945 2.859
B: 0.294 0.393 1.879
O: -0.856 -0.170 2.408
Si: 0.435 0.437 -0.139
O: -0.815 -0.489 -0.744
Si: -0.518 -1.747 -1.774
C: -2.248 -2.266 -2.381
O: -3.240 -1.822 -1.428
N: -3.775 -0.629 -1.910
O: -4.092 0.099 -1.053
C: 0.468 -1.282 -3.301
C: 1.879 -1.801 -3.480
C: 2.326 -2.022 -4.786
C: 3.614 -2.461 -5.057
C: 4.515 -2.687 -4.024
C: 5.921 -3.125 -4.304
C: 4.073 -2.486 -2.717
C: 2.778 -2.045 -2.459
P: 0.281 -3.488 -0.575
O: 1.251 -2.928 0.611
O: 1.110 -4.540 -1.478
S: -1.255 -4.336 0.227
P: 0.111 2.583 -0.745
P: 2.063 3.504 -0.639
O: 3.151 2.699 -1.190
O: 2.340 3.857 0.911
O: 1.935 4.912 -1.362
H: 1.144 0.622 3.866
H: 1.322 2.033 2.879
H: 2.390 0.641 2.586
H: -0.921 -1.080 2.089
H: 1.765 0.026 -0.634
H: -2.408 -1.831 -3.363
H: -2.297 -3.345 -2.454
H: -0.108 -1.600 -4.163
H: 0.504 -0.192 -3.361
H: 1.649 -1.845 -5.606
H: 3.914 -2.600 -6.082
H: 6.459 -2.297 -4.759
H: 6.433 -3.336 -3.372
H: 5.959 -3.964 -4.990
H: 4.772 -2.653 -1.915
H: 2.491 -1.882 -1.431
H: 2.180 -3.164 0.500
H: 2.013 -4.661 -1.162
H: -0.118 2.575 -2.132
H: 1.509 3.924 1.401
H: 1.817 5.613 -0.704
C: -1.081 0.745 6.303
O: -1.368 -0.435 5.561
H: -0.970 0.463 7.347
H: -0.152 1.212 5.963
H: -1.896 1.470 6.221
H: -1.465 -0.181 4.638
C: 5.255 4.404 2.934
O: 4.015 4.683 3.578
H: 6.032 4.452 3.693
H: 5.252 3.406 2.490
H: 5.471 5.143 2.159
H: 3.332 4.638 2.905
C: -2.675 -8.362 1.215
O: -1.961 -7.881 2.347
H: -2.739 -9.445 1.282
H: -3.688 -7.950 1.195
H: -2.155 -8.096 0.290
H: -1.920 -6.924 2.264
C: -1.833 4.659 4.809
O: -1.496 4.077 3.541
H: -1.066 5.381 5.065
H: -2.798 5.165 4.747
H: -1.867 3.888 5.581
H: -2.182 3.436 3.330
C: -3.616 4.136 0.869
O: -2.319 4.611 0.537
H: -4.263 4.288 0.008
H: -3.587 3.068 1.111
H: -4.010 4.695 1.724
H: -1.763 4.477 1.313
C: -6.640 1.085 -4.138
O: -5.313 1.482 -4.467
H: -7.264 1.276 -5.006
H: -6.685 0.018 -3.896
H: -7.025 1.659 -3.292
H: -4.763 1.312 -3.697
C: 7.792 -5.864 -6.855
O: 6.484 -5.586 -6.351
H: 8.441 -5.044 -6.558
H: 8.174 -6.793 -6.432
H: 7.777 -5.929 -7.946
H: 5.911 -6.311 -6.613
C: -5.540 6.497 5.952
O: -4.947 6.407 4.660
H: -5.165 5.665 6.543
H: -5.269 7.434 6.446
H: -6.629 6.425 5.892
H: -5.276 7.141 4.135
C: -1.158 -1.667 -7.681
O: -0.446 -1.146 -6.558
H: -1.195 -2.747 -7.571
H: -2.178 -1.278 -7.713
H: -0.648 -1.421 -8.615
H: -0.414 -0.190 -6.650
C: 0.440 5.892 8.086
O: -0.926 5.815 7.685
H: 1.002 5.201 7.463
H: 0.837 6.900 7.943
H: 0.560 5.602 9.132
H: -1.428 6.424 8.232
C: 0.946 7.892 1.706
O: 1.685 7.890 0.484
H: 1.324 7.078 2.320
H: 1.085 8.832 2.244
H: -0.120 7.735 1.523
H: 1.357 8.610 -0.059
C: -5.654 -3.118 -3.956
O: -4.962 -3.277 -5.193
H: -5.415 -3.969 -3.325
H: -5.331 -2.200 -3.459
H: -6.734 -3.080 -4.126
H: -5.174 -2.521 -5.746
C: -3.893 -2.976 6.750
O: -3.348 -2.465 7.961
H: -4.706 -3.648 7.011
H: -4.282 -2.162 6.132
H: -3.135 -3.528 6.189
H: -2.630 -1.874 7.716
C: 6.564 -7.673 -3.604
O: 7.874 -7.255 -3.969
H: 6.426 -8.684 -3.979
H: 6.440 -7.681 -2.518
H: 5.808 -7.020 -4.049
H: 7.994 -6.360 -3.641

[6]
DFT (ωB97M-V/def2-TZVPD) results for a 2-piece molecular cluster, C16H17NO overall.

Values from the calculation:
HOMO energy: -7.8 eV
ΔE to the lowest compared entry with this formula, charge and spin: 87.8 kJ/mol
Charge: 0
LUMO energy: 0.81 eV
Gap between HOMO and LUMO: 8.645 eV
SMILES: Cc1c[nH]c2ccccc12.Cc1ccc(O)cc1

Positions of all 35 atoms, in Å:
C: 1.700 -0.076 -2.592
C: -0.212 2.930 -1.533
C: -0.095 1.528 -1.633
C: 1.256 1.259 -2.034
C: 1.813 2.459 -2.362
C: -1.291 3.574 -0.929
C: -2.238 2.738 -0.352
C: -1.144 0.748 -1.150
C: -2.180 1.352 -0.458
N: 0.902 3.460 -2.113
H: 1.134 4.435 -2.177
H: -1.303 4.640 -0.720
H: 2.761 2.797 -2.759
H: -3.137 3.230 0.012
H: -1.017 -0.328 -1.102
H: 2.424 -0.593 -1.950
H: 2.202 0.028 -3.553
H: -2.881 0.739 0.093
H: 0.857 -0.769 -2.610
C: 1.768 -0.441 2.226
C: 0.390 -1.928 0.770
C: 0.619 -1.389 2.025
C: -0.516 -2.967 0.598
C: -1.226 -3.418 1.701
C: -0.168 -1.788 3.102
C: -1.096 -2.813 2.934
O: -1.951 -4.586 1.674
H: 0.874 -1.422 -0.058
H: -0.742 -3.404 -0.366
H: 2.104 0.004 1.295
H: 2.632 -1.051 2.524
H: -0.208 -1.174 3.990
H: -2.158 -4.828 0.747
H: -1.556 -3.296 3.790
H: 1.681 0.351 2.969

[7]
DFT (ωB97M-V/def2-TZVPD) results for a 2-piece molecular cluster, C10H21B2N2O5 overall.

Values from the calculation:
HOMO energy: -12.8 eV
Charge: +1
LUMO energy: -3.36 eV
Gap between HOMO and LUMO: 9.413 eV

Positions of all 40 atoms, in Å:
C: 0.507 4.012 2.214
N: 0.656 2.856 1.312
C: -0.043 3.076 0.043
B: 1.884 2.168 1.378
O: 2.963 2.614 2.118
C: 2.175 0.721 0.716
B: 3.665 0.725 0.102
O: 4.689 0.022 0.635
O: 3.947 1.406 -1.044
C: 1.919 -0.326 1.842
C: 0.478 -0.801 1.591
C: 0.322 -0.587 0.137
N: 1.190 0.240 -0.302
H: 1.348 4.703 2.123
H: -0.411 4.547 1.979
H: 0.430 3.679 3.250
H: 0.106 4.109 -0.282
H: 0.351 2.439 -0.750
H: -1.117 2.896 0.125
H: 2.928 2.691 3.071
H: 4.612 -0.238 1.555
H: 3.262 1.944 -1.443
H: 2.616 -1.161 1.742
H: 2.016 0.097 2.840
H: -0.242 -0.115 2.060
H: 0.219 -1.803 1.924
H: -0.426 -1.060 -0.493
H: 1.230 0.515 -1.275
O: -1.642 -2.760 -0.421
C: -2.528 -3.010 -1.203
O: -3.804 -3.075 -0.811
C: -4.651 -3.507 -1.903
C: -3.864 -3.167 -3.164
C: -2.426 -3.323 -2.681
H: -4.815 -4.580 -1.790
H: -5.599 -2.988 -1.806
H: -4.124 -3.807 -4.003
H: -4.053 -2.133 -3.452
H: -2.063 -4.350 -2.772
H: -1.704 -2.668 -3.163

[8]
DFT (ωB97M-V/def2-TZVPD) results for the molecule C5H9N3.

Values from the calculation:
HOMO energy: -8.7 eV
ΔE to the lowest compared entry with this formula, charge and spin: 188.5 kJ/mol
Charge: 0
LUMO energy: 0.41 eV
Gap between HOMO and LUMO: 9.112 eV
SMILES: [H]/N=C\N(C)C(=C)N=C

Positions of all 17 atoms, in Å:
C: -0.159 1.551 -0.217
N: -0.430 0.132 -0.106
C: 0.348 -0.651 0.772
C: -1.541 -0.392 -0.713
C: 2.358 -0.269 -0.331
C: -0.198 -1.487 1.660
N: 1.729 -0.562 0.718
N: -2.412 0.188 -1.413
H: -2.303 1.194 -1.509
H: -1.635 -1.466 -0.589
H: -0.047 1.845 -1.264
H: 0.758 1.789 0.318
H: -0.977 2.130 0.226
H: 1.903 -0.081 -1.308
H: 3.436 -0.220 -0.275
H: -1.262 -1.598 1.758
H: 0.433 -2.103 2.272

[9]
DFT (ωB97M-V/def2-TZVPD) results for the molecule C3H8O3.

Values from the calculation:
HOMO energy: -10.2 eV
ΔE to the lowest compared entry with this formula, charge and spin: 112.7 kJ/mol
Charge: 0
LUMO energy: 0.69 eV
Gap between HOMO and LUMO: 10.869 eV
SMILES: OCC(O)CO

Positions of all 14 atoms, in Å:
O: -1.241 -0.684 -1.740
C: -1.131 -0.041 -0.473
C: 0.299 0.459 -0.281
O: 1.209 -0.550 -0.692
C: 0.612 0.732 1.186
O: 0.681 -0.481 1.900
H: -1.176 -1.632 -1.589
H: -1.837 0.799 -0.457
H: -1.388 -0.727 0.343
H: 0.457 1.369 -0.881
H: 0.907 -0.823 -1.571
H: 1.553 1.297 1.261
H: -0.183 1.336 1.641
H: 1.238 -1.054 1.351

[10]
DFT (ωB97M-V/def2-TZVPD) results for a 3-piece molecular cluster, C4H13N3 overall.

Values from the calculation:
HOMO energy: -18.3 eV
ΔE to the lowest compared entry with this formula, charge and spin: 1057.4 kJ/mol
Charge: +2
LUMO energy: -11.94 eV
Gap between HOMO and LUMO: 6.317 eV

Positions of all 20 atoms, in Å:
C: 3.384 1.306 0.931
C: 4.386 0.436 0.119
C: 4.052 -1.044 -0.035
N: -6.046 0.832 0.544
C: -5.713 -0.360 -0.012
N: -4.682 -0.527 -0.679
N: 2.156 1.088 0.423
H: 3.328 1.006 2.019
H: 3.665 2.382 0.916
H: 5.429 0.605 0.380
H: 4.267 0.875 -0.871
H: 4.097 -1.590 0.906
H: 4.767 -1.459 -0.739
H: -6.882 0.856 1.111
H: -5.782 1.649 0.008
H: -6.518 -1.084 0.215
H: -4.594 -2.871 -2.742
H: -3.856 -2.769 -2.723
H: 1.480 1.826 0.697
H: 3.061 -1.156 -0.469

[11]
DFT (ωB97M-V/def2-TZVPD) results for Cl2H3P3 as an isolated structure.

Values from the calculation:
HOMO energy (alpha / beta): -8.5 / -8.0 eV
ΔE to the lowest compared entry with this formula, charge and spin: 245.0 kJ/mol
Charge: 0
LUMO energy (alpha / beta): -1.97 / -1.68 eV
Gap between HOMO and LUMO (alpha / beta): 6.478 / 6.342 eV

Positions of all 8 atoms, in Å:
P: 0.539 0.662 0.168
P: -0.169 -1.334 0.200
P: -2.815 -1.079 0.599
Cl: -4.025 -0.168 -0.776
Cl: 1.774 -2.000 -0.307
H: 0.704 0.303 -1.161
H: -0.672 1.337 0.126
H: 0.014 -1.416 1.554

no.,E_tot (eV)
1,-64631.38303
2,-14494.16434
3,-13522.28684
4,-136612.62726
5,-129851.49238
6,-20404.91633
7,-25280.00617
8,-9799.51280
9,-9382.63420
10,-8802.61813
11,-52957.74559